[1]
{"formula": "C20H30N2O", "method": "the ωB97M-V functional and the def2-TZVPD basis", "spin_multiplicity": 1, "smiles": "Cc1ccc(N[C@H]2CCCN(C(=O)CCC3(C)CC3)C2)cc1C", "lumo_ev": 0.704, "total_energy_ha": -964.86304, "charge": 0, "symbols": ["C", "C", "C", "C", "C", "C", "C", "C", "H", "H", "H", "H", "N", "H", "C", "C", "C", "C", "N", "C", "O", "C", "C", "C", "C", "C", "H", "H", "H", "H", "C", "H", "H", "H", "H", "H", "H", "H", "C", "H", "H", "H", "H", "H", "H", "H", "H", "H", "H", "H", "H", "H", "H"], "coordinates": [[-4.50, -2.46, 0.81], [-3.65, -1.23, 0.69], [-3.08, -0.65, 1.82], [-2.29, 0.47, 1.73], [-2.04, 1.07, 0.49], [-2.62, 0.49, -0.64], [-3.41, -0.64, -0.55], [-4.01, -1.22, -1.80], [-3.68, -2.25, -1.94], [-3.73, -0.64, -2.67], [-5.10, -1.23, -1.73], [-2.45, 0.93, -1.61], [-1.29, 2.23, 0.45], [-0.78, 2.40, 1.31], [-0.57, 2.65, -0.73], [0.05, 4.03, -0.50], [1.22, 3.99, 0.48], [2.22, 2.92, 0.04], [1.57, 1.63, -0.10], [1.78, 0.68, 0.85], [2.51, 0.90, 1.80], [1.10, -0.66, 0.66], [1.65, -1.46, -0.53], [2.91, -2.24, -0.19], [3.10, -3.58, -0.83], [2.76, -3.48, 0.63], [1.77, -3.78, 0.94], [3.53, -3.72, 1.35], [2.34, -3.94, -1.51], [4.10, -3.88, -1.11], [4.14, -1.38, 0.03], [4.00, -0.72, 0.88], [5.01, -2.00, 0.22], [4.34, -0.77, -0.85], [0.88, -2.17, -0.85], [1.86, -0.80, -1.38], [1.27, -1.23, 1.57], [0.02, -0.52, 0.55], [0.55, 1.64, -1.11], [0.11, 0.65, -1.23], [0.99, 1.95, -2.07], [3.01, 2.81, 0.79], [2.67, 3.19, -0.92], [1.71, 4.96, 0.52], [0.86, 3.75, 1.48], [-0.73, 4.71, -0.14], [0.40, 4.41, -1.47], [-1.28, 2.71, -1.56], [-1.85, 0.89, 2.62], [-3.25, -1.10, 2.79], [-5.51, -2.27, 0.45], [-4.09, -3.28, 0.22], [-4.57, -2.78, 1.85]]}

***

[2]
{"formula": "C20H30N2O5S", "method": "the ωB97M-V functional and the def2-TZVPD basis", "spin_multiplicity": 1, "smiles": "CS[C@@H](C)[C@@H](O)C(=O)NCC1(O)CCN(C(=O)Cc2ccc(CO)cc2)CC1", "lumo_ev": 0.534, "total_energy_ha": -1664.04900, "charge": 0, "symbols": ["C", "S", "C", "C", "C", "O", "C", "O", "N", "C", "C", "O", "C", "C", "N", "C", "O", "C", "C", "C", "C", "C", "C", "O", "C", "C", "C", "C", "H", "H", "H", "H", "H", "H", "H", "H", "H", "H", "H", "H", "H", "H", "H", "H", "H", "H", "H", "H", "H", "H", "H", "H", "H", "H", "H", "H", "H", "H"], "coordinates": [[-4.16, -0.11, -0.58], [-2.47, 0.49, -0.77], [-2.38, 1.64, 0.64], [-2.63, 0.99, 2.00], [-1.06, 2.41, 0.58], [-1.21, 3.50, 1.47], [0.26, 1.70, 0.90], [1.22, 2.39, 1.24], [0.34, 0.37, 0.74], [1.59, -0.35, 0.90], [2.22, -0.73, -0.44], [1.25, -1.58, -1.05], [2.48, 0.49, -1.33], [3.65, 1.33, -0.82], [4.84, 0.51, -0.67], [5.83, 0.41, -1.61], [6.64, -0.50, -1.60], [5.88, 1.52, -2.67], [7.11, 1.45, -3.53], [7.27, 0.43, -4.46], [8.40, 0.37, -5.26], [9.41, 1.32, -5.13], [10.65, 1.21, -5.98], [11.41, 2.40, -5.90], [9.26, 2.34, -4.20], [8.11, 2.40, -3.41], [4.66, -0.59, 0.26], [3.53, -1.50, -0.20], [-4.38, -0.70, -1.46], [-4.28, -0.73, 0.30], [-4.85, 0.73, -0.54], [-3.15, 2.40, 0.46], [-2.49, 1.74, 2.78], [-3.65, 0.62, 2.07], [-1.95, 0.17, 2.18], [-0.94, 2.77, -0.45], [-0.56, 4.17, 1.24], [-0.45, -0.13, 0.35], [2.25, 0.28, 1.48], [1.40, -1.27, 1.45], [1.56, -1.83, -1.93], [2.73, 0.13, -2.34], [1.58, 1.09, -1.41], [3.84, 2.17, -1.49], [3.40, 1.76, 0.16], [4.98, 1.43, -3.29], [5.83, 2.49, -2.18], [6.51, -0.33, -4.57], [8.51, -0.43, -5.98], [11.24, 0.35, -5.64], [10.35, 1.01, -7.02], [12.23, 2.27, -6.37], [10.03, 3.09, -4.10], [8.01, 3.20, -2.69], [5.60, -1.14, 0.32], [4.45, -0.17, 1.25], [3.35, -2.30, 0.52], [3.83, -1.97, -1.14]]}

***

[3]
{"formula": "C20H30N2O6PPd", "method": "the ωB97M-V functional and the def2-TZVPD basis", "spin_multiplicity": 3, "lumo_ev": [2.204, 1.376], "total_energy_ha": -1810.33592, "s_squared": 2.02, "charge": -1, "symbols": ["Pd", "O", "C", "C", "C", "N", "C", "C", "C", "O", "O", "C", "O", "O", "H", "H", "H", "O", "C", "C", "C", "C", "C", "P", "N", "C", "C", "C", "C", "C", "C", "C", "C", "H", "H", "H", "H", "H", "H", "H", "H", "H", "H", "H", "H", "H", "H", "H", "H", "H", "H", "H", "H", "H", "H", "H", "H", "H", "H", "H"], "coordinates": [[-0.14, -1.24, 1.23], [1.92, 2.78, 5.42], [1.43, 1.99, 4.41], [2.26, 1.01, 3.81], [1.72, 0.23, 2.82], [0.46, 0.36, 2.39], [-0.34, 1.35, 2.92], [0.16, 2.17, 3.97], [-1.64, 1.62, 2.40], [-2.40, 2.53, 2.73], [-2.06, 0.76, 1.34], [2.57, -0.83, 2.13], [3.75, -0.94, 2.43], [1.95, -1.53, 1.25], [2.83, 2.51, 5.59], [3.30, 0.85, 4.09], [-0.48, 2.93, 4.40], [-2.88, -1.19, 2.08], [-1.96, -0.59, 1.62], [0.93, -5.29, -1.00], [0.71, -4.01, -1.83], [0.78, -4.37, -3.31], [1.89, -3.07, -1.50], [-0.92, -3.24, -1.31], [-0.74, -2.76, 0.22], [-1.42, -1.89, -2.50], [-0.20, -0.97, -2.71], [-1.90, -2.36, -3.88], [-2.53, -1.02, -1.88], [-2.27, -4.54, -1.26], [-3.64, -3.85, -1.15], [-2.14, -5.36, 0.04], [-2.29, -5.50, -2.46], [1.95, -5.63, -1.19], [0.26, -6.09, -1.28], [0.84, -5.10, 0.07], [1.74, -4.86, -3.48], [0.76, -3.49, -3.95], [0.00, -5.06, -3.64], [2.79, -3.69, -1.49], [1.83, -2.60, -0.53], [2.03, -2.31, -2.26], [0.56, -1.44, -3.33], [0.25, -0.66, -1.76], [-0.55, -0.07, -3.22], [-1.15, -2.93, -4.42], [-2.15, -1.48, -4.47], [-2.81, -2.97, -3.82], [-2.41, -0.88, -0.81], [-3.53, -1.42, -2.06], [-2.48, -0.03, -2.33], [-3.66, -3.09, -0.37], [-4.38, -4.61, -0.88], [-3.97, -3.40, -2.09], [-2.15, -4.72, 0.91], [-1.24, -5.96, 0.08], [-3.00, -6.04, 0.08], [-2.25, -4.99, -3.42], [-3.23, -6.06, -2.43], [-1.48, -6.22, -2.42]]}

***

[4]
{"formula": "C20H30N2Ru", "method": "the ωB97M-V functional and the def2-TZVPD basis", "spin_multiplicity": 6, "lumo_ev": [-2.817, -4.576], "total_energy_ha": -984.05471, "s_squared": 8.77, "charge": 1, "symbols": ["Ru", "C", "C", "C", "C", "C", "C", "H", "H", "H", "H", "H", "H", "C", "C", "C", "C", "N", "N", "H", "H", "H", "H", "H", "H", "H", "H", "H", "H", "H", "H", "C", "C", "C", "C", "C", "C", "C", "C", "C", "C", "H", "H", "H", "H", "H", "H", "H", "H", "H", "H", "H", "H"], "coordinates": [[0.42, -0.30, 0.26], [-0.92, -1.19, 1.94], [-0.57, 0.15, 2.26], [-1.28, 1.21, 1.66], [-2.31, 0.95, 0.77], [-2.67, -0.37, 0.47], [-1.98, -1.43, 1.05], [-0.51, -2.01, 2.52], [0.11, 0.34, 3.09], [-1.06, 2.23, 1.96], [-2.89, 1.77, 0.36], [-3.51, -0.56, -0.18], [-2.31, -2.45, 0.88], [-1.56, -0.79, -4.71], [-1.50, 0.52, -3.92], [-2.82, 1.27, -4.04], [-0.35, 1.39, -4.43], [-1.33, 0.27, -2.48], [-0.17, -0.44, -2.08], [-1.75, -0.58, -5.76], [-2.37, -1.43, -4.35], [-0.62, -1.34, -4.66], [-3.01, 1.54, -5.08], [-2.79, 2.18, -3.45], [-3.65, 0.66, -3.70], [-0.57, 1.76, -5.42], [0.59, 0.84, -4.49], [-0.21, 2.25, -3.77], [-2.15, -0.19, -2.11], [0.63, 0.06, -2.49], [-0.16, -1.41, -2.44], [2.98, -1.66, 0.28], [3.34, -0.33, -0.42], [3.40, -0.61, -1.94], [2.30, 0.72, -0.15], [4.61, 0.29, 0.13], [4.77, 0.46, 1.51], [5.88, 1.10, 2.02], [6.84, 1.62, 1.17], [6.70, 1.46, -0.20], [5.59, 0.81, -0.72], [1.90, -1.92, 0.11], [3.17, -1.62, 1.35], [3.57, -2.47, -0.14], [2.49, -1.14, -2.23], [4.26, -1.24, -2.18], [3.46, 0.31, -2.51], [2.55, 1.74, -0.44], [4.01, 0.10, 2.18], [5.99, 1.22, 3.09], [7.68, 2.16, 1.56], [7.44, 1.85, -0.87], [5.51, 0.71, -1.79]]}

***

[5]
{"formula": "C20H30N3O3", "method": "the ωB97M-V functional and the def2-TZVPD basis", "spin_multiplicity": 1, "lumo_ev": -3.570, "total_energy_ha": -1169.81648, "charge": 1, "symbols": ["N", "C", "N", "N", "C", "C", "C", "C", "O", "C", "C", "C", "O", "O", "H", "H", "H", "H", "H", "H", "H", "H", "H", "H", "H", "H", "H", "H", "H", "H", "H", "H", "C", "C", "C", "C", "C", "C", "H", "H", "H", "H", "H", "H", "C", "C", "C", "C", "C", "C", "H", "H", "H", "H", "H", "H"], "coordinates": [[-0.09, 2.64, 2.01], [0.47, 1.51, 1.47], [0.63, 1.49, 0.21], [0.84, 0.41, 2.20], [-0.46, -0.24, 2.61], [-0.79, -1.46, 1.74], [-2.20, -1.37, 1.15], [-3.27, -1.34, 2.24], [-2.77, -1.84, 3.47], [1.66, 0.83, 3.37], [2.91, -0.01, 3.50], [2.60, -1.48, 3.65], [2.45, -2.21, 2.77], [2.50, -1.92, 4.93], [0.60, 3.39, 1.94], [-0.31, 2.50, 2.99], [0.49, 2.35, -0.31], [0.81, 0.66, -0.34], [-1.29, 0.45, 2.49], [-0.42, -0.57, 3.64], [-0.07, -1.61, 0.95], [-0.80, -2.34, 2.37], [-2.33, -2.25, 0.54], [-2.31, -0.46, 0.57], [-3.62, -0.32, 2.38], [-4.14, -1.90, 1.92], [-3.46, -1.77, 4.13], [1.09, 0.86, 4.29], [2.00, 1.85, 3.22], [3.60, 0.17, 2.68], [3.41, 0.32, 4.40], [3.20, -1.51, 5.45], [-3.59, 1.95, -1.91], [-4.34, 1.68, -3.05], [-3.83, 0.85, -4.04], [-2.57, 0.29, -3.89], [-1.82, 0.56, -2.75], [-2.33, 1.39, -1.77], [-3.99, 2.60, -1.14], [-5.33, 2.11, -3.16], [-4.42, 0.64, -4.92], [-2.17, -0.36, -4.66], [-0.84, 0.12, -2.64], [-1.74, 1.61, -0.88], [3.40, -0.49, -4.96], [3.76, -1.66, -4.30], [3.36, -1.86, -2.98], [2.60, -0.89, -2.34], [2.24, 0.27, -3.01], [2.65, 0.48, -4.32], [3.72, -0.34, -5.99], [4.35, -2.41, -4.80], [3.65, -2.76, -2.46], [2.29, -1.05, -1.31], [1.65, 1.03, -2.50], [2.37, 1.38, -4.84]]}

***

[6]
{"formula": "C20H30Nb", "method": "the ωB97M-V functional and the def2-TZVPD basis", "spin_multiplicity": 1, "lumo_ev": 2.492, "total_energy_ha": -836.71248, "charge": -1, "symbols": ["C", "C", "C", "Nb", "C", "C", "C", "C", "C", "H", "H", "H", "H", "H", "H", "H", "H", "H", "H", "H", "H", "H", "H", "H", "H", "H", "H", "C", "C", "C", "C", "C", "C", "H", "H", "H", "H", "H", "H", "C", "C", "C", "C", "C", "C", "H", "H", "H", "H", "H", "H"], "coordinates": [[0.09, 1.66, -3.69], [0.29, 0.45, -3.66], [0.62, -0.99, -3.15], [2.69, -1.76, -3.71], [3.78, -0.05, -2.64], [2.90, 0.47, -1.41], [3.77, 1.18, -0.26], [2.70, 1.61, 0.86], [2.52, 0.48, 1.98], [-0.15, 2.74, -3.67], [0.49, -1.11, -2.03], [-0.16, -1.68, -3.62], [2.59, -0.81, -5.26], [4.30, -2.43, -4.30], [2.84, -2.80, -2.18], [1.87, -3.23, -4.47], [4.83, -0.36, -2.32], [3.94, 0.81, -3.38], [2.20, 1.29, -1.77], [2.35, -0.40, -0.96], [4.48, 0.46, 0.24], [4.25, 2.13, -0.62], [1.69, 1.70, 0.33], [2.95, 2.61, 1.35], [2.98, 0.89, 2.93], [1.43, 0.22, 2.18], [3.13, -0.43, 1.71], [-2.41, -2.55, -1.17], [-3.40, -3.52, -1.14], [-4.74, -3.14, -1.00], [-5.07, -1.80, -0.91], [-4.08, -0.83, -0.95], [-2.75, -1.20, -1.08], [-1.37, -2.84, -1.27], [-3.14, -4.57, -1.21], [-5.51, -3.90, -0.97], [-6.11, -1.51, -0.81], [-4.34, 0.22, -0.89], [-1.97, -0.44, -1.10], [-2.10, 1.97, 5.84], [-2.94, 1.44, 4.87], [-2.56, 1.43, 3.54], [-1.32, 1.94, 3.17], [-0.47, 2.47, 4.13], [-0.86, 2.48, 5.47], [-2.40, 1.98, 6.88], [-3.91, 1.03, 5.16], [-3.22, 1.02, 2.78], [-1.02, 1.93, 2.13], [0.50, 2.87, 3.85], [-0.20, 2.90, 6.22]]}

***

[7]
{"formula": "C20H30O15Rb", "method": "the ωB97M-V functional and the def2-TZVPD basis", "spin_multiplicity": 1, "lumo_ev": -1.732, "total_energy_ha": -1932.66617, "charge": 1, "symbols": ["Rb", "C", "C", "C", "O", "C", "O", "O", "H", "H", "H", "H", "H", "H", "C", "C", "C", "O", "C", "O", "O", "H", "H", "H", "H", "H", "H", "C", "C", "C", "O", "C", "O", "O", "H", "H", "H", "H", "H", "H", "C", "C", "C", "O", "C", "O", "O", "H", "H", "H", "H", "H", "H", "C", "C", "C", "O", "C", "O", "O", "H", "H", "H", "H", "H", "H"], "coordinates": [[-0.33, -2.12, 1.76], [-1.81, -0.26, -4.80], [-1.89, -1.46, -3.91], [-1.14, -2.66, -4.43], [-0.46, -3.07, -3.30], [-0.65, -2.24, -2.21], [-0.22, -2.36, -1.06], [-1.32, -1.21, -2.63], [-2.21, 0.65, -4.36], [-2.44, -0.52, -5.66], [-0.83, -0.04, -5.21], [-2.94, -1.75, -3.93], [-0.43, -2.37, -5.20], [-1.74, -3.44, -4.90], [-0.76, 5.22, 3.60], [-1.57, 3.85, 3.73], [-2.73, 3.71, 2.73], [-2.62, 2.39, 2.30], [-1.50, 1.84, 2.69], [-1.09, 0.68, 2.52], [-0.80, 2.71, 3.42], [-0.37, 5.47, 2.62], [0.12, 5.12, 4.23], [-1.46, 6.01, 3.86], [-1.99, 3.74, 4.73], [-2.73, 4.44, 1.92], [-3.67, 3.87, 3.26], [-4.65, 0.38, -2.13], [-4.51, 0.66, -0.61], [-5.73, 0.31, 0.25], [-5.18, -0.52, 1.28], [-3.90, -0.82, 0.93], [-3.10, -1.61, 1.47], [-3.58, -0.27, -0.18], [-5.16, 1.21, -2.62], [-5.30, -0.46, -2.35], [-3.69, 0.20, -2.61], [-4.04, 1.61, -0.36], [-6.47, -0.19, -0.38], [-6.30, 1.13, 0.68], [5.43, -4.34, -2.15], [4.49, -4.96, -1.08], [5.13, -5.04, 0.31], [4.16, -4.37, 1.08], [3.10, -4.00, 0.41], [2.10, -3.54, 0.92], [3.35, -4.13, -0.96], [5.07, -4.26, -3.17], [6.41, -4.81, -2.26], [5.43, -3.30, -1.82], [4.19, -5.98, -1.32], [5.99, -4.37, 0.35], [5.38, -6.08, 0.53], [2.48, 3.86, 1.99], [3.16, 2.65, 1.26], [4.36, 2.07, 1.96], [3.93, 0.76, 2.29], [2.63, 0.58, 1.95], [1.89, -0.34, 2.31], [2.17, 1.65, 1.42], [2.46, 3.72, 3.08], [1.48, 4.05, 1.61], [3.16, 4.71, 1.89], [3.37, 2.81, 0.20], [4.72, 2.70, 2.78], [5.16, 2.11, 1.23]]}

***

[8]
{"formula": "C20H31AlF9N4O2S", "method": "the ωB97M-V functional and the def2-TZVPD basis", "spin_multiplicity": 1, "lumo_ev": 2.332, "total_energy_ha": -2689.52080, "charge": -1, "symbols": ["O", "S", "O", "Al", "C", "F", "F", "C", "F", "F", "C", "F", "F", "C", "F", "F", "F", "H", "H", "H", "C", "C", "C", "C", "N", "H", "H", "H", "H", "H", "H", "H", "C", "C", "C", "C", "N", "H", "H", "H", "H", "H", "H", "H", "C", "C", "C", "C", "N", "H", "H", "H", "H", "H", "H", "H", "C", "C", "C", "C", "N", "H", "H", "H", "H", "H", "H", "H"], "coordinates": [[0.85, 3.62, 2.66], [1.25, 2.60, 1.60], [1.71, 1.36, 2.33], [-0.74, 2.22, 0.41], [2.59, 3.43, 0.58], [3.63, 3.90, 1.43], [2.00, 4.61, 0.03], [3.13, 2.59, -0.67], [4.07, 3.45, -1.33], [2.06, 2.43, -1.56], [3.93, 1.25, -0.31], [4.43, 1.20, 0.99], [5.06, 1.22, -1.17], [3.14, -0.11, -0.58], [1.80, -0.09, -0.25], [3.73, -1.08, 0.28], [3.39, -0.57, -1.88], [-1.34, 3.62, -0.09], [-1.76, 1.62, 1.47], [-0.56, 1.15, -0.75], [-1.39, 3.87, -5.87], [-0.87, 4.67, -4.69], [-0.98, 3.93, -3.36], [-2.37, 3.65, -2.99], [-3.47, 3.43, -2.72], [-2.45, 3.64, -5.76], [-1.26, 4.43, -6.80], [-0.85, 2.92, -5.97], [-1.41, 5.62, -4.63], [0.18, 4.92, -4.86], [-0.52, 4.53, -2.57], [-0.42, 2.99, -3.41], [3.06, -5.35, -4.88], [3.75, -4.14, -4.26], [2.93, -2.86, -4.37], [2.73, -2.44, -5.76], [2.56, -2.13, -6.85], [2.90, -5.21, -5.96], [3.67, -6.24, -4.75], [2.09, -5.53, -4.41], [4.73, -4.00, -4.73], [3.94, -4.35, -3.20], [3.45, -2.06, -3.83], [1.97, -2.99, -3.87], [-2.33, -2.77, 1.35], [-3.31, -2.31, 2.43], [-4.36, -1.34, 1.90], [-3.77, -0.08, 1.43], [-3.29, 0.90, 1.05], [-1.76, -1.93, 0.95], [-1.62, -3.48, 1.77], [-2.85, -3.25, 0.52], [-2.75, -1.85, 3.25], [-3.82, -3.19, 2.83], [-5.07, -1.12, 2.70], [-4.93, -1.80, 1.09], [-1.22, -2.62, 7.15], [-1.37, -1.13, 7.45], [-2.83, -0.67, 7.52], [-3.52, -0.83, 6.24], [-4.06, -0.96, 5.23], [-1.64, -2.87, 6.17], [-0.17, -2.90, 7.14], [-1.73, -3.22, 7.91], [-0.83, -0.55, 6.69], [-0.89, -0.92, 8.41], [-2.86, 0.38, 7.82], [-3.36, -1.24, 8.30]]}